Molecular formula: CH4S3
Method: DFT, ωB97M-V with the def2-TZVPD basis set

Each line ends with the Mulliken charge.
CARTESIAN COORDINATES (ANGSTROEM)
1 S 0.741720 1.014807 1.345992  -0.1502
2 S -1.140785 -1.022893 0.147757  -0.1289
3 S 0.279000 1.069624 -1.550633  -0.1484
4 C 0.218883 0.094334 -0.082883  -0.2041
5 H -0.454706 0.244209 -2.299075  0.1487
6 H 0.781196 -0.039185 2.151888  0.1586
7 H 1.625310 -1.268259 -0.196961  0.1555
8 H -2.050619 -0.092638 0.483915  0.1688

Forces on the atoms, in the same order (eV/Å):
S -0.087 0.544 -0.334
S 0.064 -0.310 -0.097
S 0.097 0.238 0.213
C 2.420 -2.241 0.022
H -0.085 -0.115 0.007
H -0.016 -0.240 0.151
H -2.368 1.991 0.052
H -0.025 0.133 -0.014

Calculated total energy, eV: -33603.954
Energy relative to the best compared isomer or geometry (same formula, charge and spin), kcal per mole: 81.77
Gap between HOMO and LUMO (alpha / beta), eV: 7.91 / 8.06

Molecular formula: CH4Se
Method: DFT, ωB97M-V with the def2-TZVPD basis set

Each line ends with the Mulliken charge.
CARTESIAN COORDINATES (ANGSTROEM)
1 Se 1.375855 0.006724 0.074685  -0.0995
2 C -0.460478 -0.412775 0.051769  -0.8032
3 H -0.787923 -1.388619 0.187322  0.3224
4 H -0.734164 -0.089916 -0.998581  0.2505
5 H -0.843737 0.300646 0.726522  0.2577
6 H 1.450445 1.583940 -0.041717  0.0721

Forces on the atoms, in the same order (eV/Å):
Se 2.829 0.878 0.202
C -0.523 3.130 -3.058
H 0.105 -1.777 0.622
H -0.388 -0.552 1.278
H -1.230 0.278 0.835
H -0.793 -1.958 0.122

Calculated total energy, eV: -66447.014
Energy relative to the best compared isomer or geometry (same formula, charge and spin), kcal per mole: 8.69
SMILES: C[SeH]
Gap between HOMO and LUMO, eV: 9.41

Molecular formula: CH5AuO
Method: DFT, ωB97M-V with the def2-TZVPD basis set

Each line ends with the Mulliken charge.
CARTESIAN COORDINATES (ANGSTROEM)
1 Au -1.557418 -0.425870 -1.300818  0.6796
2 O -2.130794 0.122589 0.228690  -0.1902
3 C 1.346675 0.034664 0.100927  -0.7814
4 H 0.308514 0.184188 0.503010  0.0881
5 H 1.397001 -0.409903 -0.901588  0.2598
6 H -3.043840 0.116654 0.515177  0.3978
7 H 1.856092 -0.644737 0.796657  0.2679
8 H 1.823769 1.022415 0.057944  0.2782

Forces on the atoms, in the same order (eV/Å):
Au 3.276 -2.759 -7.683
O -1.718 2.803 7.376
C -0.357 0.088 0.135
H 0.644 -0.124 -0.343
H -0.165 0.049 0.139
H -1.405 0.005 0.464
H -0.138 0.263 -0.181
H -0.137 -0.325 0.093

Calculated total energy, eV: -6842.198
Spin multiplicity: 4
Net charge: +1
Gap between HOMO and LUMO (alpha / beta), eV: 10.19 / 7.19

Molecular formula: CH5BO2
Method: DFT, ωB97M-V with the def2-TZVPD basis set

Each line ends with the Mulliken charge.
CARTESIAN COORDINATES (ANGSTROEM)
1 O -0.143222 -1.228501 -0.872050  -0.5447
2 O -1.512936 0.367903 0.311524  -0.5488
3 C 1.081867 0.494321 0.452039  -0.8630
4 B -0.298363 -0.186784 0.031403  0.5864
5 H 1.705814 0.201491 -0.295835  0.2859
6 H 0.808364 1.563820 0.645986  0.2361
7 H -0.935441 -1.483487 -1.418421  0.2677
8 H 1.610451 0.173434 1.391878  0.2970
9 H -2.316534 0.097804 -0.246525  0.2834

Forces on the atoms, in the same order (eV/Å):
O -1.280 -0.322 -0.812
O -1.963 -0.145 -0.904
C -2.562 0.574 3.807
B 0.588 -0.357 -0.745
H 2.036 0.183 -2.368
H 0.883 -0.655 -0.762
H 1.156 0.364 1.103
H -0.881 -0.003 -0.660
H 2.025 0.361 1.341

Calculated total energy, eV: -5891.827
Energy relative to the best compared isomer or geometry (same formula, charge and spin), kcal per mole: 12.45
SMILES: CB(O)O
Gap between HOMO and LUMO, eV: 11.72

Molecular formula: CH5BS
Method: DFT, ωB97M-V with the def2-TZVPD basis set

Each line ends with the Mulliken charge.
CARTESIAN COORDINATES (ANGSTROEM)
1 S 3.197565 0.170495 -0.118864  -0.2468
2 C -0.767622 0.342239 0.622538  -0.7541
3 B 2.964853 -0.712004 -1.421648  0.2269
4 H 0.319858 0.577115 0.460852  0.0400
5 H -1.161810 1.255408 0.431768  0.3052
6 H 2.458916 -1.077601 -2.493229  0.0220
7 H -1.125099 -0.226613 -0.322569  0.2030
8 H -1.140669 -0.056840 1.651486  0.2037

Forces on the atoms, in the same order (eV/Å):
S 0.455 -0.143 0.356
C 0.814 -2.808 -0.569
B -1.451 0.162 -1.699
H -0.805 -0.974 0.805
H -1.723 3.036 -0.048
H 1.042 -0.020 1.335
H 0.603 0.233 1.939
H 1.064 0.514 -2.118

Calculated total energy, eV: -12628.840
Energy relative to the best compared isomer or geometry (same formula, charge and spin), kcal per mole: 20.89
SMILES: B=S.C
Gap between HOMO and LUMO, eV: 10.96

Molecular formula: CH5BrN2
Method: DFT, ωB97M-V with the def2-TZVPD basis set

Each line ends with the Mulliken charge.
CARTESIAN COORDINATES (ANGSTROEM)
1 Br 2.644325 -0.061553 -0.296510  -0.2106
2 N 0.698039 0.219024 0.599127  -0.1967
3 N 0.132299 1.458506 0.289003  -0.3942
4 C 0.035416 -0.970318 0.171099  -0.6440
5 H 0.914320 1.927464 0.533392  0.2765
6 H -0.173671 1.482739 -0.781530  0.2779
7 H -0.313643 -0.973298 -0.878952  0.3085
8 H 0.560073 -1.872964 0.478014  0.2721
9 H -0.924845 -0.868808 0.772019  0.3105

Forces on the atoms, in the same order (eV/Å):
Br -0.861 0.423 0.194
N 1.415 -0.193 0.195
N -2.600 -4.597 -3.386
C -2.875 0.659 0.533
H 2.413 3.623 0.365
H 1.121 0.486 2.678
H 0.549 -0.148 0.155
H 0.059 0.301 -0.203
H 0.777 -0.553 -0.530

Calculated total energy, eV: -74138.137
Energy relative to the best compared isomer or geometry (same formula, charge and spin), kcal per mole: 18.98
SMILES: CN(N)Br
Gap between HOMO and LUMO, eV: 8.78

Molecular formula: CH5BrSi
Method: DFT, ωB97M-V with the def2-TZVPD basis set

Each line ends with the Mulliken charge.
CARTESIAN COORDINATES (ANGSTROEM)
1 Br -0.481080 0.937733 -2.578464  -0.1915
2 Si -0.645364 0.221520 -0.398886  0.3265
3 C 0.809590 0.152370 0.835486  -0.9016
4 H 1.068623 -0.945985 0.907204  0.2907
5 H -1.809561 0.800659 0.081291  -0.0703
6 H 1.672164 0.677646 0.515016  0.3242
7 H -1.143433 -2.413874 -1.153829  -0.0830
8 H 0.529061 0.569931 1.792182  0.3049

Forces on the atoms, in the same order (eV/Å):
Br 0.246 -0.125 1.237
Si 1.531 -2.392 -1.756
C -0.803 -1.514 -0.728
H -0.239 1.261 0.170
H -1.572 0.835 0.747
H 0.876 0.492 -0.551
H 0.267 1.562 0.591
H -0.307 -0.119 0.290

Calculated total energy, eV: -79035.381
Energy relative to the best compared isomer or geometry (same formula, charge and spin), kcal per mole: 82.58
Gap between HOMO and LUMO (alpha / beta), eV: 8.91 / 7.43

Molecular formula: CH5FN2
Method: DFT, ωB97M-V with the def2-TZVPD basis set

Each line ends with the Mulliken charge.
CARTESIAN COORDINATES (ANGSTROEM)
1 F 2.476139 -0.543391 0.208111  -0.5040
2 N 0.507775 0.921141 -0.029194  -0.1602
3 N -0.708008 0.767731 -0.193124  -0.3657
4 C -1.127187 -0.525911 -0.134404  -0.4573
5 H -1.477626 -0.751108 0.964108  0.2159
6 H -1.982291 -0.822196 -0.684961  0.2766
7 H 1.753759 0.097931 0.289408  0.4964
8 H -0.164950 -1.104066 -0.391824  0.2616
9 H 0.722387 1.959872 -0.028124  0.2367

Forces on the atoms, in the same order (eV/Å):
F 0.373 -0.032 0.294
N -0.756 2.104 0.204
N 0.483 3.709 -0.084
C 1.606 -4.229 2.425
H 0.951 0.419 -1.751
H -0.629 0.313 -1.059
H 0.183 -0.782 -0.409
H -1.824 -0.302 0.548
H -0.387 -1.201 -0.168

Calculated total energy, eV: -6813.955
Energy relative to the best compared isomer or geometry (same formula, charge and spin), kcal per mole: 33.91
SMILES: [H]/N=N/C.F
Gap between HOMO and LUMO, eV: 10.18